2 unconnected molecules or ions with the total composition C2H5F3O in a non-equilibrium geometry, computed with wB97M-V/def2-TZVPD.

Its molar mass is 102.05 g/mol. As for the SMILES: CC(F)(F)F.O. The gap between HOMO and LUMO is 0.4480 Ha. Its LUMO energy is 0.0244 Ha.

Atoms and positions in Å:
C1 -1.3531 -0.8040 -1.3945
C2 -1.5695 -0.1330 -0.0327
F1 -2.8311 -0.0313 0.3513
F2 -1.0564 1.1188 -0.1498
F3 -0.9202 -0.9112 0.8097
H1 -0.2856 -0.7195 -1.6590
H2 -1.9490 -0.2925 -2.1691
H3 -1.6299 -1.8716 -1.3856
O1 3.8167 1.1177 2.2628
H4 4.6358 1.4366 1.8204
H5 3.1426 1.0900 1.5464

Forces on the atoms, in the same order (eV/Å):
C -0.622 0.158 -0.631
C 0.514 -0.894 -3.450
F -0.395 0.169 0.325
F 0.019 -0.229 1.151
F 0.663 0.443 1.839
H -0.489 0.004 0.231
H 0.268 -0.183 0.319
H 0.047 0.530 0.213
O 0.163 0.294 -1.198
H -0.910 -0.341 0.445
H 0.742 0.048 0.755

Results of the Mulliken charge analysis, in e, for atoms 1 through 2: number 1, C, carries -1.13; number 2, C, carries 0.95